Density functional theory data (ωB97M-V/def2-TZVPD) for C5H10HgO3 as an isolated structure.

The geometry in ORCA input format:
```
! RIJCOSX wB97M-V def2-TZVPD def2/J DEFGRID3
* xyz 0 3
O 1.128 -0.044 0.370
Hg 0.888 1.536 -1.186
O 0.581 1.933 1.004
C 0.394 0.717 1.316
O -0.739 0.179 1.614
C 1.281 -1.436 0.621
C 2.513 -1.885 -0.132
H 1.343 -1.592 1.708
H 0.392 -1.993 0.286
H 3.413 -1.374 0.239
H 2.641 -2.971 -0.030
H 2.422 -1.634 -1.199
C -1.899 0.494 -0.685
C -2.541 1.823 -0.445
H -1.339 -0.445 -0.635
H -2.284 0.144 -1.658
H -1.833 2.662 -0.518
H -3.040 1.868 0.532
H -3.321 2.021 -1.201
*
```

Properties
Orbital gap (alpha / beta) (eV): 8.559 / 7.086

Mulliken atomic charge list, values in e, 2 entries: O -0.327; Hg 0.638



Density functional theory data (ωB97M-V/def2-TZVPD) for an isolated ion of composition C5H10IN2 and charge +1.

The geometry in ORCA input format:
```
! RIJCOSX wB97M-V def2-TZVPD def2/J DEFGRID3
* xyz 1 1
C 0.030 -2.404 -0.287
N 0.058 -1.063 0.269
C -0.361 -0.484 1.409
C -0.254 0.848 1.376
N 0.259 1.217 0.047
C -0.785 1.940 -0.689
C 0.810 -0.066 -0.503
I 3.106 0.200 -0.142
H -0.088 -2.157 -1.353
H 0.858 -3.125 -0.075
H -0.903 -2.997 -0.083
H -0.782 -1.129 2.062
H -0.162 1.518 2.217
H 1.059 1.813 -0.072
H -0.421 2.737 -1.196
H -1.330 1.286 -1.393
H -1.658 2.176 -0.013
H 0.565 -0.309 -1.572
*
```

Properties
Structure (SMILES): CN1C=C[N@H+](C)[C@H]1I
Orbital gap (eV): 8.345

Mulliken atomic charge list, values in e, 2 entries: C -0.731; N 0.120



Density functional theory data (ωB97M-V/def2-TZVPD) for an isolated molecule of C5H10INO2S.

The geometry in ORCA input format:
```
! RIJCOSX wB97M-V def2-TZVPD def2/J DEFGRID3
* xyz 0 1
C 0.273 1.151 -2.691
C 1.417 0.777 -1.730
C 0.110 -0.088 -1.834
C -1.220 0.018 2.593
C -0.959 -0.145 -0.713
N 0.576 -1.765 2.598
O 1.147 0.468 1.439
O -0.407 -1.096 0.299
S 0.257 -0.570 1.733
I 2.387 -2.527 2.117
H -0.412 1.859 -2.158
H 0.577 1.179 -3.683
H 2.233 0.218 -2.136
H 1.643 1.401 -0.818
H 0.307 -1.104 -2.234
H -1.946 -0.783 2.589
H -0.999 0.270 3.730
H -1.575 0.939 2.033
H -1.539 0.646 -0.136
H -1.871 -0.847 -0.996
*
```

Properties
Orbital gap (eV): 8.974

Mulliken atomic charge list, values in e, 2 entries: C -0.691; C -0.475



Density functional theory data (ωB97M-V/def2-TZVPD) for an isolated ion of composition C5H10N and charge +1.

The geometry in ORCA input format:
```
! RIJCOSX wB97M-V def2-TZVPD def2/J DEFGRID3
* xyz 1 1
C -1.982 -0.232 0.368
C -0.640 -0.323 -0.295
C -0.075 0.580 -1.495
C 0.680 0.228 -0.172
C 1.573 1.043 0.650
N 0.502 -1.224 -0.255
H -2.704 0.071 -0.286
H -1.814 0.156 1.372
H -2.225 -1.244 0.702
H -0.483 1.540 -1.605
H 0.165 0.249 -2.529
H 2.679 0.531 0.665
H 1.144 1.287 1.619
H 1.802 2.081 0.058
H 0.701 -1.930 -0.983
H 0.466 -1.737 0.637
*
```

Properties
Structure (SMILES): C[C@@]12C[C@]1(C)[NH2+]2
Orbital gap (eV): 11.929

Mulliken atomic charge list, values in e, 2 entries: C -1.318; C 0.531



Density functional theory data (ωB97M-V/def2-TZVPD) for an isolated ion of composition C5H10N and charge +1.

The geometry in ORCA input format:
```
! RIJCOSX wB97M-V def2-TZVPD def2/J DEFGRID3
* xyz 1 1
C 0.718 1.942 -0.687
C -0.060 0.844 -0.030
C 0.663 -0.311 0.593
C -0.338 -1.263 1.241
N -0.995 -1.498 -0.089
C 0.016 -0.631 -0.737
H 1.729 1.623 -0.927
H 0.774 2.796 -0.016
H 0.230 2.271 -1.602
H -1.028 1.121 0.359
H 1.708 -0.286 0.849
H 0.116 -2.176 1.623
H -1.002 -0.836 1.992
H -0.961 -2.474 -0.397
H -1.967 -1.177 -0.179
H 0.388 -0.804 -1.727
*
```

Properties
Structure (SMILES): C[C@@H]1[C@H]2C[NH2+][C@@H]12
Orbital gap (eV): 11.314

Mulliken atomic charge list, values in e, 2 entries: C -1.467; C 0.114



Density functional theory data (ωB97M-V/def2-TZVPD) for a 2-piece molecular cluster, C5H10N overall.

The geometry in ORCA input format:
```
! RIJCOSX wB97M-V def2-TZVPD def2/J DEFGRID3
* xyz 1 1
C -1.637 -0.169 1.517
C -2.186 0.128 0.353
C -0.857 -0.504 0.319
C 2.192 1.312 -0.073
C 1.165 1.242 -1.098
N -0.787 -1.985 -0.137
H -1.718 -0.193 2.576
H -3.008 0.519 -0.196
H 2.688 0.354 0.097
H 1.814 1.728 0.860
H 2.986 1.997 -0.417
H 1.281 0.588 -1.942
H 0.352 1.942 -1.106
H -1.111 -2.052 -1.112
H -1.364 -2.607 0.453
H 0.191 -2.299 -0.096
*
```

Properties
Orbital gap (alpha / beta) (eV): 6.454 / 9.564

Mulliken atomic charge list, values in e, 2 entries: C -0.291; C -0.222



Density functional theory data (ωB97M-V/def2-TZVPD) for an isolated ion of composition C5H10N and charge +1.

The geometry in ORCA input format:
```
! RIJCOSX wB97M-V def2-TZVPD def2/J DEFGRID3
* xyz 1 1
C 0.995 1.212 -0.151
N 0.204 -0.010 -0.084
C 1.031 -1.210 -0.027
C -0.919 -0.081 -1.032
C -1.906 -0.016 -0.152
C -1.007 0.059 1.042
H 1.584 1.323 0.759
H 1.672 1.169 -1.005
H 0.345 2.079 -0.270
H 1.732 -1.150 0.806
H 0.403 -2.092 0.085
H 1.597 -1.304 -0.955
H -0.804 -0.165 -2.095
H -2.974 -0.005 -0.217
H -0.976 0.993 1.595
H -0.978 -0.804 1.700
*
```

Properties
Structure (SMILES): C[N+]1(C)C=CC1
Orbital gap (eV): 12.280

Mulliken atomic charge list, values in e, 2 entries: C -0.945; N 0.248



Taking the records one at a time from the top gives relative energy (zero: lowest compared OMol25 entry of this formula, charge and spin) values of 50.7, 56.4, 82.5, 72.6, 31.2, 135.2, 31.9 kcal/mol.
Taking the records one at a time from the top gives E_tot values of -15658.579, -16418.868, -29863.581, -6827.054, -6828.850, -6824.341, -6828.821 eV.
Taking the records one at a time from the top gives max |F| values of 0.1431, 0.0994, 0.0782, 0.1009, 0.0551, 0.0362, 0.0440 hartree/bohr.